1.
171
Properties=species:S:1:pos:R:3:forces:R:3 method="wB97M-V/def2-TZVPD" lumo_energy_ha=-0.0077 orbital_gap_ev=8.27 smiles="CC1(C)CCCC(C)(C)N1O.CC1(C)CCCC(C)(C)N1O.CC1(C)CCCC(C)(C)N1O.CC1(C)CCCC(C)(C)N1O.CC1(C)CCCC(C)(C)N1O.C[N+](=O)[O-].C[N+](=O)[O-].C[N+](=O)[O-]"
C -1.147 -4.393 0.627 -0.2 1.0 -1.1
C -0.275 -4.406 -0.620 -1.5 2.9 -1.3
C 0.065 -5.787 -1.005 0.8 -1.4 -0.2
C -1.130 -3.552 -1.710 2.9 -1.1 0.9
C -0.254 -3.421 -2.934 -0.8 2.3 -0.8
C 1.003 -2.580 -2.701 0.2 -1.9 1.3
C 1.785 -3.282 -1.531 1.0 1.4 -0.7
C 2.576 -4.458 -2.028 2.1 0.5 -1.3
C 2.818 -2.225 -1.093 -1.8 1.9 -0.6
N 0.905 -3.554 -0.416 -0.3 -0.1 1.6
O 1.704 -4.236 0.563 0.1 -0.8 -0.9
H -2.149 -4.736 0.310 0.3 0.1 0.5
H -0.711 -5.048 1.330 0.2 -0.6 1.2
H -1.179 -3.343 0.986 -0.2 -0.7 0.1
H -0.797 -6.407 -1.123 -0.8 -0.4 0.1
H 0.656 -5.929 -1.899 -0.2 0.3 -0.2
H 0.703 -6.208 -0.225 -0.2 -0.1 0.1
H -2.037 -4.076 -1.893 -0.9 -0.2 -0.2
H -1.260 -2.543 -1.317 -0.5 -0.1 0.3
H -0.012 -4.367 -3.362 0.2 -0.7 -0.3
H -0.766 -2.820 -3.687 -0.5 -0.4 -0.4
H 0.822 -1.536 -2.377 -0.2 -0.6 -0.4
H 1.604 -2.645 -3.631 -0.1 0.4 0.7
H 2.050 -5.082 -2.753 0.2 -0.3 0.5
H 3.170 -4.952 -1.220 -1.0 0.0 -0.7
H 3.355 -3.939 -2.654 -0.4 -0.7 0.3
H 3.052 -1.550 -1.922 0.1 -0.5 -0.5
H 3.754 -2.509 -0.733 1.3 -1.0 1.0
H 2.341 -1.476 -0.446 0.2 -0.5 0.5
H 1.777 -3.664 1.323 -0.1 0.9 0.5
C -0.846 -0.345 -5.565 1.3 0.0 0.0
C -0.743 1.021 -4.888 -1.0 -0.5 0.2
C -0.477 0.837 -3.375 0.0 0.6 -1.0
C 0.388 1.819 -5.506 1.5 -0.4 1.1
C 0.317 3.292 -5.160 -0.9 0.2 0.1
C -1.030 3.806 -5.681 0.0 1.4 0.6
C -2.291 3.175 -5.088 0.1 -1.5 -1.8
C -2.674 3.644 -3.682 -0.7 -0.7 0.3
C -3.488 3.410 -6.067 0.2 0.3 1.0
N -2.027 1.652 -5.251 -1.5 1.7 1.9
O -3.100 1.067 -4.484 0.1 -1.0 0.0
H -1.523 -0.996 -4.997 0.1 0.1 -0.4
H -1.210 -0.142 -6.596 0.3 -0.6 0.6
H 0.200 -0.774 -5.542 -1.1 0.1 -0.3
H 0.421 0.262 -3.268 0.3 -0.8 0.0
H -0.145 1.794 -3.003 -0.6 0.4 0.8
H -1.305 0.356 -2.848 0.3 0.2 0.2
H 1.278 1.446 -4.965 0.0 -0.2 -0.6
H 0.522 1.549 -6.553 -0.2 0.5 -0.2
H 0.449 3.393 -4.066 -0.4 0.1 -0.4
H 1.115 3.903 -5.568 0.2 -0.2 -0.4
H -1.098 3.603 -6.726 0.3 -0.5 -0.9
H -1.067 4.909 -5.686 -0.2 -0.2 0.5
H -3.618 3.190 -3.213 1.5 0.4 -1.0
H -2.877 4.705 -3.689 0.1 0.4 -0.1
H -1.816 3.473 -3.048 0.1 0.0 0.6
H -4.296 2.775 -5.697 -0.1 0.1 -0.4
H -3.318 3.274 -7.146 0.3 -0.3 0.6
H -3.779 4.447 -5.921 -0.3 0.3 -0.1
H -2.903 1.063 -3.516 0.2 0.4 -1.0
C 4.746 0.782 -1.820 -1.7 0.5 -0.6
C 4.542 2.136 -1.110 -0.4 -0.6 1.1
C 5.746 2.453 -0.196 1.3 0.1 -0.2
C 4.370 3.186 -2.165 -0.1 0.1 -0.3
C 3.654 4.465 -1.783 0.6 0.6 -0.7
C 2.425 4.160 -1.052 -2.8 -1.6 1.7
C 2.673 3.197 0.165 0.0 1.3 -0.4
C 3.430 3.899 1.297 1.1 -0.2 -0.3
C 1.360 2.772 0.749 0.2 -0.7 -0.9
N 3.238 2.031 -0.396 2.0 -1.2 -1.6
O 3.347 0.941 0.464 0.1 -0.2 1.9
H 5.568 0.851 -2.505 0.4 0.1 -0.6
H 4.949 -0.034 -1.162 0.1 -0.4 0.7
H 3.771 0.544 -2.370 1.4 0.3 0.6
H 5.730 1.993 0.801 -0.1 -0.2 -0.3
H 6.710 2.122 -0.691 -1.1 0.2 0.5
H 5.881 3.525 0.010 -0.1 -0.3 -0.4
H 5.354 3.441 -2.467 1.1 0.3 -0.8
H 3.896 2.655 -2.965 -0.5 0.2 -0.8
H 4.284 4.986 -1.069 0.4 0.5 -0.2
H 3.472 5.108 -2.688 0.3 -0.5 0.9
H 1.693 3.527 -1.630 0.5 1.0 0.0
H 1.877 5.014 -0.584 0.4 -0.3 -0.8
H 4.495 4.129 1.042 -1.1 -0.2 0.4
H 3.380 3.174 2.134 0.2 0.9 0.2
H 2.935 4.863 1.479 0.0 -0.4 0.4
H 1.566 2.017 1.519 -0.5 0.4 -0.1
H 0.759 2.375 -0.087 -0.1 0.0 0.6
H 0.971 3.679 1.117 -1.2 0.7 0.9
H 3.908 1.199 1.245 -0.5 -0.3 -0.9
C -7.660 -0.735 -0.275 -0.8 -1.0 -1.2
C -6.417 -0.691 0.532 2.0 -0.4 2.2
C -6.793 -0.964 1.987 -1.2 -0.3 1.8
C -5.423 -1.836 0.195 -0.2 -0.2 0.3
C -4.475 -1.601 -0.932 -0.3 1.8 -2.2
C -3.752 -0.236 -0.840 -1.1 -0.6 2.7
C -4.755 0.915 -0.547 0.7 -0.6 -0.8
C -3.919 2.080 -0.178 0.4 2.0 0.6
C -5.417 1.362 -1.843 -0.7 1.2 -0.2
N -5.575 0.542 0.625 -0.7 0.6 -0.8
O -6.492 1.630 0.847 -0.5 -0.3 -0.3
H -8.431 -1.404 0.148 0.8 -0.4 0.0
H -8.247 0.149 -0.292 0.1 1.4 -0.4
H -7.404 -1.110 -1.276 -0.5 0.4 0.0
H -7.343 -1.942 2.059 0.1 1.0 -0.1
H -5.973 -1.092 2.709 0.3 0.1 -0.7
H -7.389 -0.133 2.461 0.1 -0.9 -0.8
H -4.837 -1.991 1.083 0.3 -0.2 0.6
H -5.987 -2.755 0.011 -0.1 0.1 0.1
H -3.762 -2.388 -1.140 0.0 -0.4 0.3
H -5.089 -1.486 -1.845 0.2 -0.4 0.0
H -3.194 0.030 -1.714 0.5 -0.1 -0.5
H -3.122 -0.239 0.085 0.1 -0.1 -0.8
H -4.478 3.016 -0.013 -0.1 -0.5 0.1
H -3.296 2.360 -1.005 0.6 -0.1 -0.7
H -3.262 1.938 0.663 0.2 -0.3 0.5
H -6.008 2.302 -1.681 0.5 -0.8 -0.2
H -6.049 0.656 -2.296 -1.2 -1.2 -0.3
H -4.698 1.528 -2.663 0.0 0.2 0.7
H -6.135 2.187 1.555 0.3 -0.4 -0.1
C 3.868 -0.816 4.276 -1.6 -2.1 -2.2
C 3.970 -2.313 3.676 0.6 0.6 1.5
C 4.642 -2.379 2.286 -0.4 0.0 -1.3
C 4.891 -3.081 4.651 -0.9 1.8 1.4
C 4.189 -3.347 6.010 0.0 0.9 0.4
C 2.893 -4.120 5.854 0.8 -0.2 -0.9
C 1.948 -3.418 4.853 1.7 -0.6 -0.1
C 0.951 -4.423 4.403 -1.0 -1.2 -1.1
C 1.236 -2.259 5.435 -0.6 0.6 1.1
N 2.744 -3.102 3.646 -0.1 0.6 -1.2
O 1.886 -2.534 2.628 0.3 -1.2 0.3
H 4.487 -0.284 3.617 1.0 1.3 -0.5
H 2.851 -0.426 4.167 0.2 0.1 0.1
H 4.186 -0.760 5.274 0.4 0.1 1.2
H 4.153 -1.780 1.400 0.8 -1.0 2.0
H 5.737 -2.124 2.328 -1.1 -0.1 0.1
H 4.556 -3.469 2.056 0.2 0.8 -0.4
H 5.242 -3.980 4.245 0.4 -1.5 -0.8
H 5.758 -2.438 4.816 0.1 -0.1 0.1
H 4.887 -3.868 6.684 -0.3 0.2 -0.1
H 3.879 -2.395 6.515 0.7 -0.5 -0.4
H 2.383 -4.223 6.813 0.0 -0.2 -0.1
H 3.176 -5.111 5.447 -0.5 0.2 0.2
H 0.552 -5.025 5.220 -0.1 0.2 0.1
H 1.358 -5.114 3.644 0.2 0.2 0.5
H 0.141 -3.922 3.889 -0.4 0.0 0.0
H 1.806 -1.435 5.836 0.6 -0.1 0.4
H 0.547 -2.629 6.192 0.0 0.1 0.2
H 0.629 -1.798 4.702 -0.8 0.4 -0.9
H 1.696 -1.618 2.809 -0.1 1.0 0.5
C 1.618 5.087 4.696 1.4 -0.6 0.1
N 2.146 3.856 5.398 0.4 0.3 -0.5
O 1.747 2.809 4.929 0.2 -0.1 0.6
O 3.034 3.996 6.228 -0.9 -0.2 -0.4
H 2.447 5.224 3.953 -1.2 0.3 0.3
H 1.575 5.899 5.398 0.1 0.3 0.2
H 0.649 4.833 4.303 -0.1 0.0 -0.4
C -4.425 1.990 4.045 -0.1 -2.6 0.5
N -4.278 3.179 3.239 0.7 1.3 1.0
O -5.030 3.332 2.303 0.0 0.5 -0.1
O -3.457 3.994 3.622 -0.2 -0.1 -0.5
H -4.750 1.185 3.305 0.4 0.8 1.3
H -5.198 2.176 4.829 0.4 -0.1 -0.8
H -3.461 1.730 4.573 -1.0 0.4 -0.9
C 0.028 -0.473 0.754 0.7 0.9 -2.1
N -0.264 0.206 2.027 -1.8 0.7 0.8
O 0.527 0.067 2.964 -0.9 0.3 -1.1
O -1.346 0.835 2.096 2.4 -1.1 0.1
H -0.699 -0.173 -0.045 0.5 -0.1 1.1
H 0.008 -1.545 0.862 0.1 -0.4 0.4
H 1.055 -0.182 0.388 -1.0 -0.2 0.8

---

2.
168
Properties=species:S:1:pos:R:3:forces:R:3 method="wB97M-V/def2-TZVPD" lumo_energy_ha="0.0748 / 0.0736" orbital_gap_ev="1.62 / 8.38" multiplicity=2 charge=-1
C 3.479 -1.358 -6.048 0.2 0.9 -0.7
C 3.101 -2.820 -5.937 0.7 -0.2 1.5
N 1.806 -3.081 -5.363 -1.7 -0.5 0.2
C 1.557 -2.724 -3.949 1.6 -1.0 0.7
C 2.724 -3.266 -3.063 -0.2 1.2 0.5
C 0.751 -2.639 -6.269 -1.0 0.3 1.4
C -0.649 -3.157 -5.943 -0.6 -1.4 -0.4
H 4.550 -1.168 -6.120 0.2 -0.4 -0.3
H 3.207 -0.714 -5.212 -0.5 -0.4 0.2
H 3.018 -0.929 -6.938 0.0 0.2 0.0
H 3.153 -3.355 -6.884 0.0 0.2 -0.2
H 3.820 -3.307 -5.279 0.2 -0.1 -0.1
H 1.427 -1.656 -3.777 0.0 0.4 -0.1
H 0.702 -3.209 -3.478 -0.5 -0.1 -1.0
H 2.573 -3.267 -1.984 -1.3 -0.4 0.1
H 2.988 -4.286 -3.344 0.4 0.3 -0.2
H 3.510 -2.518 -2.962 0.9 -0.4 -1.2
H 1.002 -2.972 -7.276 0.0 0.3 0.0
H 0.583 -1.564 -6.204 0.7 0.6 -0.5
H -1.421 -2.635 -6.508 0.2 0.1 -0.3
H -1.064 -3.164 -4.935 0.8 0.4 0.4
H -0.696 -4.205 -6.238 -0.2 -0.2 -0.1
C 3.601 1.287 -2.918 1.2 0.1 -0.6
C 5.109 1.437 -2.570 -0.6 -0.4 1.6
N 5.709 0.192 -2.056 0.4 -0.7 0.2
C 6.113 -0.799 -3.058 0.5 0.6 0.8
C 7.339 -0.360 -3.843 -0.2 0.4 -1.3
C 5.001 -0.421 -0.890 1.2 1.0 -1.1
C 5.153 0.555 0.278 -0.3 -1.5 1.0
H 2.872 1.342 -2.110 0.4 -0.2 0.3
H 3.591 0.293 -3.365 -0.8 0.1 -0.4
H 3.357 2.084 -3.620 -0.3 -0.3 -0.3
H 5.724 1.856 -3.366 -0.2 -0.4 -0.3
H 5.199 2.165 -1.763 0.1 0.2 0.1
H 6.464 -1.689 -2.537 -0.5 -0.1 0.3
H 5.252 -1.074 -3.667 0.1 -0.3 -0.6
H 7.116 0.474 -4.509 -0.1 0.2 0.0
H 8.213 -0.052 -3.270 -0.3 -0.2 0.5
H 7.663 -1.137 -4.535 0.0 -0.3 0.1
H 5.447 -1.398 -0.700 0.6 0.2 0.2
H 3.987 -0.727 -1.148 -0.6 0.6 0.2
H 4.434 1.372 0.228 0.4 0.1 0.1
H 6.188 0.823 0.491 0.1 0.7 -1.0
H 5.033 0.009 1.214 -1.0 -0.1 0.2
C 0.935 0.647 3.036 0.0 -0.9 -2.0
C 1.287 0.797 1.493 0.7 0.2 0.7
N 0.649 -0.066 0.526 -0.2 -1.7 -1.5
C -0.692 0.382 0.239 -1.1 0.5 0.2
C -1.629 -0.358 -0.760 0.7 -0.3 1.2
C 0.660 -1.556 0.798 0.7 1.9 -0.4
C 2.074 -2.030 1.119 -0.6 0.1 0.4
H -0.125 0.870 3.158 0.1 0.4 0.3
H 1.599 1.254 3.650 -0.2 -0.1 0.0
H 1.009 -0.418 3.256 0.3 0.0 0.5
H 1.110 1.843 1.242 -0.4 0.1 -0.3
H 2.342 0.704 1.236 0.4 -0.2 0.9
H -1.137 0.395 1.234 -1.2 0.1 0.1
H -0.673 1.427 -0.070 0.3 0.2 -0.1
H -1.249 -0.428 -1.779 0.2 0.0 0.1
H -1.848 -1.348 -0.361 0.2 -0.3 -0.3
H -2.614 0.109 -0.779 0.2 0.4 0.0
H 0.410 -2.097 -0.115 -0.4 0.3 -0.2
H -0.135 -1.763 1.514 0.2 -0.4 0.6
H 2.700 -1.803 0.256 0.1 -0.3 0.0
H 2.012 -3.099 1.320 0.3 -0.1 -0.2
H 2.524 -1.549 1.986 -0.1 0.0 0.0
C -0.722 7.510 -0.137 -0.1 0.5 -0.6
C -1.490 6.914 0.991 1.2 -1.0 0.5
N -1.561 5.467 1.012 -0.9 -0.9 -0.7
C -2.481 4.999 2.057 1.2 0.0 -0.9
C -2.917 3.598 1.751 -1.5 -0.4 1.1
C -0.311 4.669 0.840 -0.3 1.9 0.4
C 0.618 4.906 2.020 0.3 -0.3 -0.1
H 0.362 7.402 -0.151 0.0 -0.5 0.2
H -0.885 8.578 0.009 0.0 0.2 -0.6
H -1.162 7.142 -1.064 0.2 0.3 -0.3
H -0.966 7.258 1.883 -0.4 0.5 0.7
H -2.502 7.312 0.925 0.0 -0.1 0.4
H -3.310 5.695 2.188 -0.2 0.0 -0.7
H -2.040 5.043 3.053 0.5 -0.2 0.4
H -2.151 2.830 1.864 0.0 0.1 -0.1
H -3.494 3.445 0.839 0.5 0.3 -0.4
H -3.687 3.417 2.501 0.0 -0.6 0.3
H -0.423 3.597 0.676 -0.8 0.1 0.2
H 0.176 4.995 -0.079 -0.1 0.3 0.0
H 0.270 4.340 2.884 0.2 -0.1 0.1
H 1.623 4.612 1.718 0.2 -0.2 0.4
H 0.670 5.952 2.319 -0.1 0.1 -0.1
C 3.098 -3.576 4.093 1.0 0.7 0.5
C 3.192 -5.083 4.212 1.7 -1.3 1.4
O 4.122 -5.646 4.815 -2.0 1.2 -1.2
C 2.105 -5.821 3.450 0.9 0.5 -0.5
H 2.257 -3.098 4.594 -0.6 -0.5 -0.5
H 3.184 -3.270 3.050 -0.5 -0.2 0.1
H 3.927 -3.049 4.566 0.4 -0.6 0.2
H 2.050 -5.176 2.573 -1.0 0.0 -0.1
H 1.182 -5.864 4.029 -0.1 0.2 -0.3
H 2.395 -6.784 3.029 0.2 -0.2 0.7
C -0.194 1.418 -3.986 0.2 -0.5 0.6
C 0.488 2.748 -3.924 -1.6 0.8 -0.5
O 0.621 3.408 -4.935 0.6 -0.2 0.3
C 0.641 3.378 -2.560 0.5 0.1 0.1
H -0.527 1.187 -4.998 0.1 -0.1 0.2
H -1.006 1.436 -3.259 -0.5 0.3 -0.3
H 0.385 0.615 -3.530 0.5 -0.1 -0.4
H 0.448 4.448 -2.632 0.0 -0.1 -0.1
H 1.672 3.256 -2.228 0.0 0.0 0.2
H -0.020 2.939 -1.813 0.1 -0.1 -0.1
C -5.238 -0.444 0.898 -1.3 -0.4 0.2
C -6.436 0.220 1.599 2.2 1.7 -0.2
O -6.484 1.446 1.662 -0.6 -1.3 0.0
C -7.397 -0.684 2.283 -1.3 -0.5 -0.6
H -4.547 0.222 0.381 -0.2 0.1 0.4
H -5.649 -1.176 0.203 0.1 -0.1 -0.3
H -4.757 -1.081 1.640 0.4 0.1 0.2
H -7.591 -0.454 3.331 0.4 0.0 0.0
H -7.232 -1.742 2.080 0.6 0.0 0.5
H -8.357 -0.555 1.783 -0.3 0.4 0.0
C -6.876 1.703 -3.876 -0.1 -0.7 0.6
C -5.669 1.078 -3.208 0.5 0.8 -0.8
O -5.052 0.175 -3.735 -0.3 0.2 0.3
C -5.255 1.709 -1.908 0.8 -1.3 0.0
H -7.394 0.887 -4.379 0.0 0.4 -0.5
H -6.510 2.503 -4.519 -0.2 -0.2 -0.3
H -7.543 2.138 -3.131 0.0 0.1 0.0
H -6.098 1.483 -1.254 0.2 0.6 0.5
H -4.907 2.742 -1.922 -0.8 0.2 -0.2
H -4.377 1.149 -1.584 -0.1 -0.1 0.2
C -0.715 -1.249 6.358 1.2 -0.4 0.2
C -2.200 -1.510 6.361 -1.7 -2.0 2.7
O -2.827 -2.301 7.131 2.6 2.3 -2.2
C -2.936 -0.707 5.385 -1.1 0.7 -1.6
H -0.409 -0.328 5.861 -0.5 0.2 0.1
H -0.121 -1.980 5.809 -0.5 -0.6 -0.3
H -0.218 -1.281 7.327 -0.5 0.1 0.3
H -2.860 -1.171 4.402 0.4 -0.3 -0.3
H -2.548 0.294 5.199 0.1 0.0 0.3
H -4.019 -0.651 5.494 0.1 -0.1 0.7
C -1.354 -4.601 1.511 -0.2 0.5 -0.4
C -1.807 -4.225 2.928 1.0 0.8 1.2
O -0.989 -3.946 3.773 1.2 -0.1 0.1
C -3.247 -4.077 3.308 -0.4 -1.5 -2.1
H -1.994 -4.209 0.720 -0.6 0.1 0.2
H -1.291 -5.669 1.303 0.0 -0.1 0.4
H -0.399 -4.137 1.267 0.3 -0.2 0.5
H -3.585 -4.598 2.413 -1.8 0.4 0.0
H -3.580 -3.040 3.338 0.1 0.0 -0.1
H -3.602 -4.650 4.165 0.6 0.3 0.2
C -3.024 -5.043 -2.588 -0.1 0.8 0.1
C -3.727 -3.819 -1.947 -1.4 -1.5 2.6
O -4.492 -3.968 -0.974 1.5 -0.3 -1.6
C -3.664 -2.446 -2.505 0.0 0.5 -0.4
H -3.561 -5.985 -2.477 -0.7 0.4 -0.3
H -2.086 -5.345 -2.124 0.3 0.8 0.2
H -2.839 -4.758 -3.624 0.1 -0.5 -0.1
H -4.198 -2.484 -3.455 0.0 0.2 -0.2
H -2.697 -1.977 -2.685 0.2 -0.5 -0.1
H -4.211 -1.796 -1.823 0.0 -0.1 -0.2
C 1.929 3.308 5.655 0.8 0.3 0.5
C 3.060 3.989 6.404 3.0 -2.3 1.3
O 3.876 3.309 7.105 -2.8 2.6 -2.2
C 3.240 5.501 6.194 0.4 -1.4 0.7
H 2.045 2.227 5.740 -0.1 0.1 0.0
H 2.046 3.640 4.623 -0.4 -0.1 -0.2
H 0.964 3.619 6.055 -0.1 0.1 -0.2
H 4.274 5.770 6.408 -0.1 -0.1 0.0
H 2.623 5.863 7.016 -0.3 0.8 -0.4
H 2.986 5.819 5.183 -0.4 0.1 0.3

---

Results for molecular weight: 969.4; 869.4 (in g/mol, following the order of the records).
Results for E_tot: -85889.700; -73861.689 (in eV, following the order of the records).
Results for ΔE to the lowest compared entry with this formula, charge and spin: 23.9; 0.0 (in kcal/mol, following the order of the records).